C26H27N3P2SSn as an isolated structure, computed with ωB97M-V/def2-TZVPD.

Each line ends with the natural charge from an NBO analysis.
CARTESIAN COORDINATES (ANGSTROEM)
Sn1 0.2121 -2.7487 0.4573  0.798
C1 0.5776 1.2940 2.0457  -0.424
N1 0.4289 0.1564 1.1218  -1.086
P1 -1.0623 -0.4640 0.5864  1.191
C2 -2.1936 -0.4674 1.9667  -0.466
C3 -3.5546 -0.2135 1.8149  -0.139
C4 -4.4028 -0.3395 2.9064  -0.210
C5 -3.8985 -0.7165 4.1422  -0.156
C6 -2.5405 -0.9790 4.2950  -0.176
C7 -1.6897 -0.8604 3.2113  -0.198
C8 -1.6790 0.5746 -0.7454  -0.441
C9 -2.3263 1.7839 -0.4865  -0.185
C10 -2.6098 2.6517 -1.5296  -0.193
C11 -2.2467 2.3198 -2.8307  -0.176
C12 -1.5900 1.1252 -3.0909  -0.147
C13 -1.3011 0.2588 -2.0484  -0.209
P2 1.6957 -0.5242 0.1753  1.169
C14 3.1549 -0.4047 1.1984  -0.365
C15 3.2204 -1.1559 2.3764  -0.216
C16 4.3126 -1.0287 3.2142  -0.183
C17 5.3448 -0.1601 2.8746  -0.153
C18 5.2910 0.5741 1.7002  -0.194
C19 4.1969 0.4567 0.8549  -0.188
C20 1.9450 0.4646 -1.3087  -0.451
C21 1.6208 1.8212 -1.3258  -0.196
C22 1.8171 2.5597 -2.4814  -0.184
C23 2.3336 1.9474 -3.6159  -0.170
C24 2.6513 0.5965 -3.6010  -0.215
C25 2.4527 -0.1521 -2.4508  -0.135
H1 -0.3717 1.8206 2.1404  0.226
H2 1.3241 1.9919 1.6745  0.223
H3 0.8845 0.9416 3.0286  0.224
H4 -3.9578 0.0810 0.8543  0.218
H5 -5.4586 -0.1371 2.7900  0.240
H6 -4.5633 -0.8072 4.9899  0.243
H7 -2.1488 -1.2754 5.2578  0.240
H8 -0.6305 -1.0621 3.3367  0.221
H9 -2.6135 2.0559 0.5217  0.232
H10 -3.1120 3.5877 -1.3278  0.243
H11 -2.4696 3.0005 -3.6412  0.240
H12 -1.2862 0.8797 -4.0998  0.223
H13 -0.7428 -0.6507 -2.2447  0.214
H14 2.4239 -1.8437 2.6395  0.213
H15 4.3688 -1.6091 4.1245  0.238
H16 6.2008 -0.0641 3.5286  0.241
H17 6.1029 1.2377 1.4363  0.241
H18 4.1649 1.0172 -0.0692  0.231
H19 1.2129 2.2999 -0.4451  0.219
H20 1.5755 3.6139 -2.4953  0.237
H21 2.4936 2.5276 -4.5144  0.240
H22 3.0588 0.1247 -4.4848  0.238
H23 2.7007 -1.2096 -2.4408  0.217
N2 -2.1449 -3.0042 -3.6285  -0.731
C26 -2.0589 -3.2144 -2.3291  0.378
N3 -3.0919 -2.9421 -1.5418  -0.749
S1 -0.6112 -3.9248 -1.6958  -0.220
H24 -3.0099 -2.7437 -4.0793  0.423
H25 -1.3516 -3.2175 -4.2134  0.442
H26 -3.9574 -2.5731 -1.9073  0.421
H27 -3.0910 -3.2709 -0.5910  0.432

HOMO-LUMO gap ... 0.29115 Ha
Relative energy (zero: lowest compared OMol25 entry of this formula, charge and spin) ... 14.3 kcal/mol
E_tot ... -2465.99125 Eh
LUMO level ... -0.2272 hartree
Charge ... +2

---

C4H14N3 as an isolated structure in a non-equilibrium geometry, computed with ωB97M-V/def2-TZVPD.

Each line ends with the natural charge from an NBO analysis.
CARTESIAN COORDINATES (ANGSTROEM)
N1 1.5286 0.2401 -0.8637  -0.768
C1 1.0790 1.2260 0.2808  -0.221
C2 -0.3222 1.6817 -0.1277  -0.257
N2 -0.9350 0.5050 -0.7860  -0.659
C3 -1.6526 -0.3519 0.1771  -0.249
C4 -0.6662 -1.3760 0.8730  -0.233
N3 0.6614 -1.6307 0.2290  -0.780
H1 1.2963 -0.7902 -0.3378  0.419
H2 2.5006 0.4967 -1.0029  0.405
H3 0.9693 0.4118 -1.6916  0.425
H4 1.8434 1.9737 0.3002  0.227
H5 1.0331 0.6420 1.1867  0.204
H6 -0.2947 2.4408 -0.9062  0.215
H7 -0.9106 2.0869 0.7139  0.213
H8 -1.5992 0.9321 -1.4223  0.388
H9 -2.3885 0.1338 0.8070  0.220
H10 -2.2035 -1.1136 -0.3774  0.215
H11 -1.2420 -2.2544 1.1573  0.225
H12 -0.2888 -0.9886 1.8517  0.195
H13 1.1374 -2.4037 0.6807  0.422
H14 0.4543 -1.8615 -0.7416  0.394

HOMO-LUMO gap ... 0.41297 Ha
Relative energy (zero: lowest compared OMol25 entry of this formula, charge and spin) ... 52.7 kcal/mol
E_tot ... -324.78094 Eh
LUMO level ... -0.1001 hartree
Charge ... +1

---

C31H34AsKN5O2S as an isolated structure in a non-equilibrium geometry, computed with ωB97M-V/def2-TZVPD.

Each line ends with the Löwdin charge.
CARTESIAN COORDINATES (ANGSTROEM)
K1 -0.3677 0.0320 -0.6834  0.772
N1 -4.1364 3.5517 -0.7470  0.113
C1 -3.4774 2.3760 -0.7529  -0.188
N2 -2.4768 2.0750 -1.5082  0.112
C2 -2.0279 3.0342 -2.4462  -0.294
N3 -1.0833 2.8242 -3.2756  0.070
N4 -0.3900 1.6282 -3.1765  0.000
C3 -0.4077 0.8983 -4.2063  -0.088
C4 0.4241 -0.3451 -4.2711  -0.262
C5 0.9176 -0.7503 -5.4970  -0.023
C6 1.7275 -1.8757 -5.5544  -0.050
C7 2.0149 -2.5576 -4.3842  -0.047
C8 1.4668 -2.0896 -3.1995  -0.113
N5 0.6800 -1.0120 -3.1365  0.070
C9 -2.6927 4.3597 -2.4710  -0.096
C10 -2.3030 5.3758 -3.3416  -0.013
C11 -2.9665 6.5862 -3.3505  -0.063
C12 -4.0449 6.7960 -2.4877  -0.066
C13 -4.4469 5.8011 -1.6201  -0.018
C14 -3.7624 4.5881 -1.6167  -0.186
H1 -4.9333 3.6726 -0.1507  0.147
H2 -3.8353 1.6341 -0.0403  0.131
H3 -0.9855 1.1830 -5.0870  0.129
H4 0.6792 -0.1842 -6.3906  0.117
H5 2.1335 -2.2081 -6.5013  0.113
H6 2.6437 -3.4414 -4.3841  0.105
H7 1.6678 -2.5876 -2.2537  0.091
H8 -1.4710 5.1868 -4.0106  0.115
H9 -2.6560 7.3698 -4.0328  0.111
H10 -4.5745 7.7419 -2.4983  0.112
H11 -5.2872 5.9556 -0.9477  0.117
O1 0.6219 -1.8563 0.1963  -0.690
S1 -0.2280 -3.0386 0.6193  0.981
C15 0.8573 -4.4688 1.0554  -0.243
C16 2.2569 -4.3312 0.5291  -0.271
C17 2.5844 -4.8290 -0.7306  -0.058
C18 3.8751 -4.7016 -1.2286  -0.082
C19 4.8509 -4.0651 -0.4697  -0.077
C20 4.5305 -3.5676 0.7898  -0.060
C21 3.2394 -3.7006 1.2864  -0.023
C22 -0.7788 -2.6453 2.2959  -0.276
C23 0.3355 -2.6466 3.3053  -0.296
C24 0.3594 -3.5965 4.3247  -0.053
C25 1.4175 -3.6478 5.2239  -0.061
C26 2.4744 -2.7525 5.1031  -0.073
C27 2.4628 -1.8083 4.0824  -0.089
C28 1.3989 -1.7524 3.1921  -0.072
H12 0.3543 -5.3283 0.6094  0.095
H13 0.8416 -4.5651 2.1411  0.078
H14 1.8258 -5.3419 -1.3180  0.119
H15 4.1248 -5.1113 -2.2025  0.105
H16 5.8599 -3.9655 -0.8551  0.106
H17 5.2899 -3.0808 1.3898  0.107
H18 2.9914 -3.3135 2.2738  0.090
H19 -1.5544 -3.3787 2.5358  0.104
H20 -1.2404 -1.6602 2.1643  0.078
H21 -0.4604 -4.3043 4.4167  0.120
H22 1.4189 -4.3899 6.0139  0.110
H23 3.3035 -2.7922 5.8005  0.109
H24 3.2914 -1.1149 3.9791  0.113
H25 1.3963 -1.0386 2.3795  0.108
C29 -0.2387 3.5271 1.1392  -0.182
As1 -1.0776 2.1527 2.1689  0.966
C30 -2.6781 2.9014 2.9020  -0.195
C31 0.0373 1.8837 3.6993  -0.199
O2 -1.3447 0.7709 1.2720  -0.675
H26 -0.1303 4.4240 1.7460  0.050
H27 -0.8385 3.7408 0.2586  0.028
H28 0.7412 3.1780 0.8320  0.047
H29 -2.5107 3.9467 3.1657  0.049
H30 -2.9342 2.3357 3.7933  0.045
H31 -3.4877 2.8261 2.1819  0.017
H32 -0.0448 2.7430 4.3659  0.049
H33 1.0707 1.7607 3.3882  0.041
H34 -0.2935 0.9838 4.2073  0.042

HOMO-LUMO gap ... 0.31280 Ha
Relative energy (zero: lowest compared OMol25 entry of this formula, charge and spin) ... 13.5 kcal/mol
E_tot ... -4859.67576 Eh
LUMO level ... -0.0712 hartree
Charge ... +1